Record 1
This record from the Open Molecules 2025 dataset describes C9H10MoN2O as an isolated structure in a non-equilibrium geometry. The level of theory is ωB97M-V/def2-TZVPD.

```
! wB97M-V def2-TZVPD RIJCOSX def2/J DEFGRID3
* xyz 0 3
C -0.54 2.26 -0.39
C 0.34 1.91 0.69
C -0.43 1.28 1.70
C -1.80 1.23 1.26
C -1.88 1.89 -0.01
Mo -0.81 -0.07 -0.30
C 2.93 0.07 -0.89
C 2.99 0.42 -2.17
C 2.61 0.34 -3.43
N -1.90 -0.44 -1.60
H -0.08 0.98 2.69
H 1.38 2.19 0.76
H -2.65 0.93 1.87
H -2.79 2.14 -0.54
H -0.26 2.79 -1.29
H 3.23 0.76 -0.08
H -2.48 -0.88 -2.31
H 2.64 -0.94 -0.59
H 3.28 0.60 -4.26
H 1.60 0.01 -3.71
O -0.69 -3.20 2.62
C -0.61 -2.40 1.75
N -0.53 -1.59 0.86
*
```

- ⟨S²⟩ = 2.02
- M (g mol⁻¹) = 258.1
- DFT total energy (Eh) = -601.755414
- Kohn-Sham gap (alpha / beta) (eV) = 7.3487 / 8.2736
- LUMO (alpha / beta) (eV) = 0.26 / -0.69



Record 2
This record from the Open Molecules 2025 dataset describes an isolated molecule of C9H10N2O in a non-equilibrium geometry. The level of theory is ωB97M-V/def2-TZVPD.

```
! wB97M-V def2-TZVPD RIJCOSX def2/J DEFGRID3
* xyz 0 1
C -0.88 -2.30 -1.05
C -1.66 -1.47 0.00
N -0.88 -0.49 0.62
C -0.45 -0.74 2.00
O -0.94 -1.55 2.64
N 0.60 0.11 2.19
C 0.83 0.91 0.94
C 1.79 1.96 0.76
C 1.68 2.54 -0.53
C 0.73 2.12 -1.45
C -0.07 0.95 -1.32
C 0.03 0.33 -0.07
H -0.57 -1.62 -1.81
H -0.05 -2.88 -0.73
H -1.57 -3.14 -1.48
H -2.58 -1.00 -0.32
H -2.06 -2.14 0.79
H 1.10 0.14 3.11
H 2.78 1.86 1.25
H 2.27 3.34 -0.91
H 0.54 2.62 -2.44
H -0.65 0.46 -2.18
*
```

- M (g mol⁻¹) = 162.2
- DFT total energy (Eh) = -533.680459
- SMILES string = CCn1c(=O)[nH]c2ccccc21
- Kohn-Sham gap (eV) = 8.8500
- LUMO (eV) = 0.75



Record 3
This record from the Open Molecules 2025 dataset describes an isolated ion of composition C9H10N3O2 and charge +1 in a non-equilibrium geometry. The level of theory is ωB97M-V/def2-TZVPD.

```
! wB97M-V def2-TZVPD RIJCOSX def2/J DEFGRID3
* xyz 1 1
C -1.55 -3.55 -0.87
C -0.76 -2.33 -0.66
C 0.48 -1.98 -1.13
N 0.76 -0.71 -0.67
C 1.84 0.10 -0.87
C 1.89 1.35 -0.37
C 0.85 1.95 0.43
C 1.00 3.35 0.90
C -0.26 1.21 0.73
N -1.39 1.52 1.52
O -2.25 0.66 1.59
O -1.42 2.59 2.07
C -0.29 -0.32 0.06
N -1.21 -1.27 0.09
H -1.40 -4.26 -0.05
H -2.61 -3.32 -0.92
H -1.25 -4.04 -1.79
H 1.15 -2.53 -1.76
H 2.65 -0.32 -1.45
H 2.76 1.95 -0.58
H 0.06 3.89 0.81
H 1.79 3.87 0.36
H 1.25 3.36 1.96
H -2.08 -1.18 0.61
*
```

- M (g mol⁻¹) = 192.2
- DFT total energy (Eh) = -663.367348
- SMILES string = Cc1cn2ccc(C)c([N+](=O)[O-])c2[nH+]1
- Kohn-Sham gap (eV) = 8.8279
- LUMO (eV) = -4.79



Record 4
This record from the Open Molecules 2025 dataset describes an isolated molecule of C9H10N4 in a non-equilibrium geometry. The level of theory is ωB97M-V/def2-TZVPD.

```
! wB97M-V def2-TZVPD RIJCOSX def2/J DEFGRID3
* xyz 0 1
N -2.65 -3.31 -2.16
C -2.68 -1.80 -1.72
C -1.48 -1.16 -1.29
C -0.94 -0.68 -0.10
N 0.24 -0.08 -0.40
C 0.95 0.79 0.35
C 2.30 1.23 0.16
C 2.92 1.90 1.09
C 2.33 2.36 2.30
C 1.13 1.95 2.47
C 0.34 1.29 1.47
N 0.40 -0.15 -1.82
N -0.61 -0.63 -2.28
H -2.36 -3.95 -1.42
H -1.80 -3.28 -2.72
H -3.42 -1.76 -0.85
H -3.35 -1.32 -2.43
H -1.30 -0.88 0.89
H 3.07 0.96 -0.54
H 4.00 2.31 0.99
H 3.01 2.79 3.11
H 0.56 2.12 3.37
H -0.67 1.31 1.55
*
```

- M (g mol⁻¹) = 174.2
- DFT total energy (Eh) = -567.856608
- SMILES string = NCc1cn(-c2ccccc2)nn1
- Kohn-Sham gap (eV) = 9.2840
- LUMO (eV) = 0.48



Record 5
This record from the Open Molecules 2025 dataset describes an isolated molecule of C9H10N4O2 in a non-equilibrium geometry. The level of theory is ωB97M-V/def2-TZVPD.

```
! wB97M-V def2-TZVPD RIJCOSX def2/J DEFGRID3
* xyz 0 1
C 2.37 -0.79 -0.88
C -3.10 -0.80 -0.04
C 1.60 0.36 -0.66
C 0.16 0.54 -0.97
C -2.97 0.57 -0.46
C 3.64 -0.42 -0.58
C -4.18 1.15 -1.13
C 4.98 -1.09 -0.46
C -0.46 1.20 1.34
N 2.29 1.36 -0.16
N -1.96 1.33 -0.50
N -3.02 -1.82 0.52
N -0.68 0.86 -0.05
O -2.83 -2.86 1.05
O 3.61 0.91 -0.18
H 1.98 -1.71 -1.35
H -4.17 2.23 -1.07
H -4.28 0.82 -2.09
H -5.00 0.79 -0.62
H 4.73 -2.19 -0.37
H 5.70 -0.96 -1.34
H 5.50 -0.57 0.36
H -1.27 0.69 1.99
H 0.41 0.83 1.65
H -0.41 2.25 1.44
*
```

- M (g mol⁻¹) = 206.2
- DFT total energy (Eh) = -718.164059
- Kohn-Sham gap (eV) = 8.0916
- LUMO (eV) = -0.09



Record 6
This record from the Open Molecules 2025 dataset describes a 2-piece molecular cluster, C9H10NOS overall in a non-equilibrium geometry. The level of theory is ωB97M-V/def2-TZVPD.

```
! wB97M-V def2-TZVPD RIJCOSX def2/J DEFGRID3
* xyz 1 3
C 0.66 -2.92 1.80
C -1.44 0.86 -0.36
C 0.43 1.22 -1.88
C -0.64 0.11 0.42
C 1.17 0.46 -1.06
C -0.94 1.41 -1.56
C 0.70 -0.04 0.12
C -1.90 2.11 -2.50
C 1.21 -1.06 2.81
N 0.47 -2.20 2.82
O 1.59 -2.48 0.87
S 1.94 -0.88 1.09
H 0.40 -3.98 1.53
H -2.54 1.05 -0.06
H 0.81 1.41 -2.88
H -0.94 -0.30 1.41
H 2.15 0.11 -1.43
H -1.25 2.30 -3.30
H -2.73 1.48 -2.87
H -2.61 2.92 -2.06
H 2.74 -1.24 3.69
H 0.73 -0.36 3.43
*
```

- ⟨S²⟩ = 2.01
- M (g mol⁻¹) = 180.3
- DFT total energy (Eh) = -876.590586
- Kohn-Sham gap (alpha / beta) (eV) = 6.2268 / 6.3655
- LUMO (alpha / beta) (eV) = -4.97 / -7.18



> What is the M in the fourth record?

174.2 g mol⁻¹



> What is the formula in the second record?

C9H10N2O



> What is the DFT total energy in the second record?

-533.680459 Eh



> The highest DFT total energy belongs to which entry?

C9H10N2O